(1)
DFT (the ωB97M-V functional and the def2-TZVPD basis) results for a 2-piece molecular cluster, C3H7IN2 overall.

Structure (XYZ):
```
13
Properties=species:S:1:pos:R:3:forces:R:3:lowdin_charge:R:1
C -0.822408 -2.608072 0.438819 -1.1 0.7 -0.3 -0.270
C 0.522561 0.943698 0.369507 2.8 -1.5 -1.6 -0.181
C 0.275291 0.888185 -1.141591 -2.4 1.5 0.9 -0.441
N -0.049264 -2.126820 -0.343670 1.0 1.1 -1.2 0.085
N -1.097891 0.491700 -1.431118 -0.8 -1.4 -0.1 -0.500
I -2.586911 0.248041 -0.115409 0.7 0.3 -0.2 0.929
H -0.792913 -3.586147 0.823670 0.2 -1.5 0.8 0.060
H -1.774488 -2.055921 0.716040 -0.4 0.6 0.0 -0.045
H -0.201853 1.469025 0.922421 -1.0 1.1 0.2 -0.004
H 0.337854 -0.140272 0.584638 1.1 0.7 0.8 0.024
H 1.553361 1.428508 0.536795 -1.4 -1.3 0.3 0.102
H 0.337560 1.976787 -1.489343 0.3 -1.4 -0.4 0.129
H 0.694153 0.085582 -1.800526 1.0 1.1 0.8 0.111
```
Positions in Å, forces in eV/Å.

Molecular weight in g/mol: 198.01
Orbital gap (spin up / spin down) in Eh: 0.2014 / 0.2014
HOMO (spin up / spin down) in eV: -7.69 / -7.69
Relative energy (zero: lowest compared OMol25 entry of this formula, charge and spin) in eV: 6.813
Energy in hartree: -525.460808


(2)
DFT (the ωB97M-V functional and the def2-TZVPD basis) results for a 2-piece molecular cluster, C5H9N2 overall.

Structure (XYZ):
```
16
Properties=species:S:1:pos:R:3:forces:R:3:lowdin_charge:R:1
C 0.222810 2.071638 0.371255 -2.1 0.3 -3.2 0.083
C -0.322792 2.282202 -0.807794 0.5 0.1 1.7 0.118
C -1.657668 -0.968183 0.792248 1.1 2.6 -0.3 0.120
C -2.302633 -0.873385 -0.516731 -2.7 0.8 -0.5 0.023
C 2.498558 -1.137729 0.210988 -1.6 0.6 2.2 -0.041
N -1.329741 0.098201 0.112415 -3.0 -3.2 1.0 -0.022
N -0.349381 0.864966 -0.272676 2.8 1.7 -1.2 0.007
H 0.773749 2.447191 1.184367 0.5 -0.2 1.0 0.110
H -0.494787 2.956156 -1.697123 0.0 -1.4 1.1 0.151
H -1.401605 -1.306041 1.797109 -0.2 -0.4 -0.5 0.151
H 1.869287 -1.365596 -0.605293 -0.5 -0.6 -1.1 -0.011
H -2.059174 -1.409047 -1.417996 1.1 -0.5 0.1 0.108
H -3.421340 -0.599609 -0.656678 1.9 0.2 0.8 0.146
H 3.493726 -1.468229 0.074694 0.8 -0.6 0.0 0.010
H 2.494982 -0.053635 0.275847 0.2 0.2 0.2 -0.003
H 1.986008 -1.538894 1.155366 1.1 0.4 -1.2 0.050
```
Positions in Å, forces in eV/Å.

Molecular weight in g/mol: 97.14
Orbital gap (spin up / spin down) in Eh: 0.3224 / 0.3225
HOMO (spin up / spin down) in eV: -13.57 / -13.57
Relative energy (zero: lowest compared OMol25 entry of this formula, charge and spin) in eV: 9.587
Net charge: +1
Energy in hartree: -304.877719


(3)
DFT (the ωB97M-V functional and the def2-TZVPD basis) results for a 2-piece molecular cluster, C3H8OS overall.

Structure (XYZ):
```
13
Properties=species:S:1:pos:R:3:forces:R:3:mulliken_spin:R:1
C -0.995356 1.566150 0.429355 3.3 0.3 0.1 0.882
C -0.321824 -0.978026 -1.257889 -1.7 4.4 -0.1 0.027
C 0.557162 -0.700433 1.319254 -0.8 1.9 -1.3 0.156
O 1.493825 0.908002 -0.543680 1.0 1.2 -0.2 0.057
S 0.215566 0.459646 -0.071654 -1.8 -3.8 0.0 0.112
H -0.195048 2.281355 0.923195 -1.7 -1.0 -0.4 -0.001
H -1.176347 2.486019 -1.050804 -0.7 0.7 -1.0 0.824
H -0.511818 -0.679678 -2.291470 0.3 0.4 0.3 0.011
H 0.254402 -1.810097 -1.209213 2.3 -2.1 0.5 0.002
H -1.249161 -1.170246 -0.817847 -1.7 -0.6 0.5 0.000
H 0.548717 0.035956 2.067560 0.3 0.5 1.7 -0.029
H -0.145247 -1.475836 1.495931 -0.5 -0.7 -0.1 -0.026
H 1.525129 -0.922812 1.007262 1.7 -1.2 0.1 -0.016
```
Positions in Å, forces in eV/Å.

Molecular weight in g/mol: 92.16
2S+1: 3
Orbital gap (spin up / spin down) in Eh: 0.2295 / 0.2913
HOMO (spin up / spin down) in eV: -5.67 / -9.90
Relative energy (zero: lowest compared OMol25 entry of this formula, charge and spin) in eV: 5.710
Energy in hartree: -592.172128


(4)
DFT (the ωB97M-V functional and the def2-TZVPD basis) results for one molecule with the formula C2H6N2OS2.

Structure (XYZ):
```
13
Properties=species:S:1:pos:R:3:forces:R:3:lowdin_charge:R:1
C 0.000669 1.127204 0.626894 -0.3 1.8 0.2 -0.252
C 0.010420 -0.273668 0.191495 0.4 -1.2 -0.6 -0.545
H 1.184904 1.845915 -0.746285 -0.1 0.1 -0.1 0.051
H 0.710721 1.349908 1.440416 -0.2 -0.5 -0.1 0.124
H -1.011923 1.382076 0.935947 0.2 0.1 0.2 0.077
H -1.090665 -1.901969 -0.364371 0.0 0.6 0.2 0.090
H -3.301762 -0.467071 1.012089 0.2 -0.1 0.1 -0.147
H 3.322598 -1.504865 -0.220261 -0.6 0.3 0.0 -0.144
N -1.194054 -0.975302 0.056153 -0.8 0.4 0.1 -0.358
N 1.033992 -0.941682 -0.147537 1.3 -0.7 -0.1 -0.316
O 0.279596 2.021117 -0.460167 0.1 -0.4 0.1 -0.063
S -2.713265 -0.192523 -0.163729 0.6 -0.4 -0.3 0.773
S 2.650969 -0.343430 -0.001699 -0.7 0.0 0.1 0.711
```
Positions in Å, forces in eV/Å.

Molecular weight in g/mol: 138.22
Orbital gap in Eh: 0.3373
HOMO in eV: -8.51
Relative energy (zero: lowest compared OMol25 entry of this formula, charge and spin) in eV: 1.185
SMILES: OC/C(=N\S)NS
Energy in hartree: -1060.878890


(5)
DFT (the ωB97M-V functional and the def2-TZVPD basis) results for one molecule with the formula C4H8S.

Structure (XYZ):
```
13
Properties=species:S:1:pos:R:3:forces:R:3:lowdin_charge:R:1
C -2.744018 -0.042003 0.062427 -4.1 -1.1 2.1 -0.535
C 0.203451 0.847504 -0.198003 2.5 -2.3 -0.2 -0.435
C 1.593641 0.607771 -0.131630 -2.0 0.3 2.8 -0.268
C 2.252746 -0.862328 -0.000803 1.4 3.1 -1.8 -0.150
H -3.388680 -1.067711 -0.345630 2.0 2.9 1.2 0.093
H -3.319649 0.839151 -0.406710 1.6 -1.2 0.4 0.039
H -3.030208 0.023109 1.304844 1.0 -0.2 -3.5 0.090
H -0.066714 1.837601 -0.435598 -0.8 1.1 0.4 0.030
H 2.094524 1.539821 0.434407 -0.5 -2.0 -2.2 0.124
H 2.507558 -1.031594 1.095961 -1.0 -0.5 -1.5 0.061
H 1.484482 -1.495200 -0.644580 2.3 0.5 1.8 0.067
H 3.456077 -0.694895 -0.501412 -3.9 -1.0 1.1 0.132
S -1.043212 -0.501222 -0.233269 1.3 0.2 -0.6 0.753
```
Positions in Å, forces in eV/Å.

Molecular weight in g/mol: 88.18
Orbital gap in Eh: 0.3252
HOMO in eV: -8.02
Relative energy (zero: lowest compared OMol25 entry of this formula, charge and spin) in eV: 3.469
SMILES: C/C=C\SC
Energy in hartree: -555.242450


(6)
DFT (the ωB97M-V functional and the def2-TZVPD basis) results for C19H27N2SY as an isolated structure.

Structure (XYZ):
```
50
Properties=species:S:1:pos:R:3:forces:R:3:lowdin_charge:R:1
Y -1.572198 -0.688066 0.983266 0.2 0.6 -0.4 1.455
C -3.760811 -0.947986 2.265798 -0.1 0.2 -0.1 -0.164
C -3.862121 0.270750 1.546060 -0.1 -0.2 0.1 -0.181
C -2.909510 1.173743 2.069645 -0.2 0.1 0.0 -0.175
C -2.243763 0.534563 3.133266 0.0 -0.3 0.2 -0.221
C -2.757523 -0.782795 3.247561 0.1 0.2 0.1 -0.170
H -4.383028 -1.821897 2.134978 0.0 0.0 0.0 0.124
H -4.582554 0.487133 0.773604 0.0 0.0 0.0 0.108
H -2.767060 2.199514 1.761275 0.0 0.0 0.0 0.129
H -1.494106 0.979363 3.768981 0.0 0.0 0.0 0.103
H -2.478668 -1.509723 3.997136 0.0 0.0 0.0 0.125
C 1.591767 1.700045 -1.569849 0.0 0.1 0.0 -0.065
C 1.241763 0.241335 -1.830808 0.0 -0.1 0.1 -0.379
C 1.566474 -0.137941 -3.283350 0.0 0.0 0.0 -0.029
C -0.209167 -0.094276 -1.560397 -0.1 -0.1 0.0 -0.233
C -1.206692 0.883852 -1.412257 0.1 -0.1 0.0 -0.029
C -2.558225 0.545332 -1.381439 -0.1 -0.1 0.0 -0.050
C -2.984940 -0.789627 -1.474907 0.1 -0.1 0.0 -0.311
C -4.435727 -1.150349 -1.597916 0.0 0.0 0.0 -0.013
C -1.985738 -1.774081 -1.516584 0.0 -0.1 0.0 -0.076
C -0.629470 -1.434784 -1.558956 0.1 0.1 0.0 -0.072
H 2.662099 1.852770 -1.707363 0.0 0.0 0.0 0.090
H 1.322835 2.019266 -0.561274 0.0 0.0 0.0 0.058
H 1.094811 2.361928 -2.282172 0.0 0.0 0.0 0.099
H 1.841267 -0.399609 -1.174226 0.0 0.0 -0.1 0.115
H 0.962867 0.448016 -3.978507 0.0 0.0 0.0 0.101
H 1.388304 -1.194030 -3.484885 0.0 0.0 0.0 0.084
H 2.614207 0.072960 -3.495041 0.0 0.0 0.0 0.095
H -0.928063 1.928054 -1.363614 0.0 0.0 0.0 0.131
H -3.300113 1.332276 -1.321560 0.0 0.0 0.0 0.142
H -4.666994 -1.345003 -2.647020 0.0 0.0 0.0 0.112
H -5.084482 -0.343241 -1.264751 0.0 0.0 0.0 0.086
H -4.683638 -2.052900 -1.039652 0.0 0.0 0.0 0.098
H -2.271508 -2.819402 -1.577535 0.0 0.0 0.0 0.141
H 0.108824 -2.223636 -1.655053 0.0 0.0 0.0 0.138
C 3.355884 2.168620 1.548660 0.0 0.0 0.0 -0.013
N 3.279860 0.733511 1.324507 0.0 0.0 0.0 -0.128
C 4.458448 -0.018831 0.869622 0.0 0.0 0.0 -0.070
C 4.006464 -1.477166 1.018069 0.0 0.0 0.0 -0.089
N 2.542874 -1.324937 1.119914 0.0 0.0 0.0 0.026
C 2.230163 -0.049261 1.439109 0.0 0.0 -0.1 -0.748
S 0.680788 0.472829 1.972036 -0.1 -0.1 0.2 0.710
H 3.698561 2.662972 0.640446 0.0 0.0 0.0 0.102
H 4.061654 2.366354 2.354174 0.0 0.0 0.0 0.111
H 2.376824 2.547207 1.825500 0.0 0.0 0.0 0.065
H 5.320094 0.225170 1.487722 0.0 0.0 0.0 0.140
H 4.681776 0.249810 -0.164492 0.0 0.0 0.0 0.134
H 4.400410 -1.931901 1.926794 0.0 0.0 0.0 0.133
H 4.278054 -2.088748 0.162902 0.0 0.0 0.0 0.127
H 1.989025 -2.057184 1.532583 0.0 0.0 0.0 0.133
```
Positions in Å, forces in eV/Å.

Molecular weight in g/mol: 404.41
Orbital gap in Eh: 0.3020
HOMO in eV: -15.27
Relative energy (zero: lowest compared OMol25 entry of this formula, charge and spin) in eV: 0.105
Net charge: +2
Energy in hartree: -1285.793952


Copy entry 1 word for word.
DFT (the ωB97M-V functional and the def2-TZVPD basis) results for a 2-piece molecular cluster, C3H7IN2 overall.

Structure (XYZ):
```
13
Properties=species:S:1:pos:R:3:forces:R:3:lowdin_charge:R:1
C -0.822408 -2.608072 0.438819 -1.1 0.7 -0.3 -0.270
C 0.522561 0.943698 0.369507 2.8 -1.5 -1.6 -0.181
C 0.275291 0.888185 -1.141591 -2.4 1.5 0.9 -0.441
N -0.049264 -2.126820 -0.343670 1.0 1.1 -1.2 0.085
N -1.097891 0.491700 -1.431118 -0.8 -1.4 -0.1 -0.500
I -2.586911 0.248041 -0.115409 0.7 0.3 -0.2 0.929
H -0.792913 -3.586147 0.823670 0.2 -1.5 0.8 0.060
H -1.774488 -2.055921 0.716040 -0.4 0.6 0.0 -0.045
H -0.201853 1.469025 0.922421 -1.0 1.1 0.2 -0.004
H 0.337854 -0.140272 0.584638 1.1 0.7 0.8 0.024
H 1.553361 1.428508 0.536795 -1.4 -1.3 0.3 0.102
H 0.337560 1.976787 -1.489343 0.3 -1.4 -0.4 0.129
H 0.694153 0.085582 -1.800526 1.0 1.1 0.8 0.111
```
Positions in Å, forces in eV/Å.

Molecular weight in g/mol: 198.01
Orbital gap (spin up / spin down) in Eh: 0.2014 / 0.2014
HOMO (spin up / spin down) in eV: -7.69 / -7.69
Relative energy (zero: lowest compared OMol25 entry of this formula, charge and spin) in eV: 6.813
Energy in hartree: -525.460808


Question: What is the formula in the sixth record?
Answer: C19H27N2SY


Question: Which of these has the lowest molecular weight?
Answer: C4H8S


Question: The lowest energy belongs to which entry?
Answer: C19H27N2SY